{
  "formula": "C21H19ClN4O2S2",
  "method": "ωB97M-V/def2-TZVPD",
  "species": ["C", "C", "C", "C", "Cl", "C", "C", "C", "N", "C", "O", "C", "S", "C", "N", "N", "C", "C", "C", "C", "C", "C", "S", "N", "C", "C", "C", "C", "C", "O", "H", "H", "H", "H", "H", "H", "H", "H", "H", "H", "H", "H", "H", "H", "H", "H", "H", "H", "H"],
  "coordinates": [[0.10, -1.87, -0.73], [-1.13, -2.67, -1.03], [-1.15, -3.51, -2.13], [-2.29, -4.23, -2.44], [-2.28, -5.27, -3.83], [-3.43, -4.13, -1.67], [-3.42, -3.30, -0.56], [-2.28, -2.57, -0.23], [-2.25, -1.75, 0.91], [-3.30, -1.24, 1.58], [-4.47, -1.39, 1.29], [-2.90, -0.42, 2.80], [-2.22, 1.22, 2.35], [-0.55, 0.78, 2.15], [-0.07, -0.43, 2.18], [1.25, -0.35, 1.97], [1.57, 0.90, 1.81], [2.92, 1.40, 1.44], [3.27, 0.87, 0.09], [4.33, 0.10, -0.28], [4.32, -0.25, -1.65], [3.24, 0.24, -2.30], [2.21, 1.15, -1.26], [0.44, 1.69, 1.93], [0.30, 3.12, 1.80], [0.33, 3.54, 0.37], [-0.58, 3.38, -0.64], [0.01, 3.97, -1.79], [1.22, 4.44, -1.39], [1.43, 4.18, -0.09], [0.53, -2.13, 0.24], [-0.12, -0.80, -0.72], [0.86, -2.05, -1.49], [-0.28, -3.59, -2.76], [-4.31, -4.69, -1.92], [-4.30, -3.22, 0.05], [-1.32, -1.51, 1.26], [-2.14, -0.92, 3.40], [-3.79, -0.21, 3.39], [2.93, 2.49, 1.44], [3.65, 1.03, 2.16], [5.10, -0.20, 0.41], [5.08, -0.84, -2.12], [2.97, 0.14, -3.33], [1.11, 3.61, 2.34], [-0.66, 3.39, 2.26], [-1.53, 2.91, -0.57], [-0.42, 4.03, -2.77], [2.00, 4.96, -1.92]],
  "lowdin_charge": [-0.048, -0.196, -0.074, -0.679, 0.657, -0.102, -0.002, -0.171, 0.137, -0.533, 0.065, -0.342, 1.006, -0.613, -0.006, 0.094, -0.314, -0.104, -0.501, -0.126, -0.184, -0.398, 1.068, 0.008, -0.057, -0.284, -0.021, -0.065, -0.138, 0.021, 0.076, 0.067, 0.076, 0.108, 0.104, 0.104, 0.082, 0.083, 0.084, 0.111, 0.131, 0.112, 0.101, 0.063, 0.143, 0.112, 0.112, 0.106, 0.125],
  "charge": 0,
  "relative_energy_kcal_mol": 17.01,
  "smiles": "Cc1cc(Cl)ccc1NC(=O)CSc1nnc(Cc2cccs2)n1Cc1ccco1"
}


{
  "formula": "C21H19ClN4O2S2",
  "method": "ωB97M-V/def2-TZVPD",
  "species": ["O", "C", "N", "C", "N", "N", "C", "S", "C", "C", "C", "C", "C", "Cl", "C", "C", "S", "C", "C", "C", "O", "N", "C", "C", "C", "C", "C", "C", "C", "C", "H", "H", "H", "H", "H", "H", "H", "H", "H", "H", "H", "H", "H", "H", "H", "H", "H", "H", "H"],
  "coordinates": [[-3.65, 2.42, 1.61], [-2.57, 1.88, 1.56], [-2.52, 0.49, 1.53], [-1.45, -0.35, 1.50], [-0.21, -0.03, 1.54], [0.62, -1.06, 1.48], [0.05, -2.20, 1.39], [0.95, -3.67, 1.36], [-0.27, -4.82, 0.61], [-0.73, -4.35, -0.73], [0.19, -3.98, -1.70], [-0.23, -3.52, -2.94], [-1.59, -3.44, -3.21], [-2.13, -2.87, -4.74], [-2.52, -3.82, -2.25], [-2.09, -4.27, -1.02], [-1.72, -2.10, 1.39], [-1.24, 2.58, 1.47], [-1.27, 4.08, 1.76], [-0.06, 4.59, 0.99], [0.56, 5.61, 1.18], [0.20, 3.69, 0.01], [1.41, 3.68, -0.78], [2.20, 2.43, -0.46], [2.71, 2.26, 0.82], [3.34, 1.08, 1.17], [3.47, 0.06, 0.24], [2.98, 0.23, -1.04], [2.34, 1.41, -1.39], [-0.69, 2.55, 0.03], [-3.44, 0.06, 1.55], [0.28, -5.76, 0.54], [-1.10, -4.95, 1.31], [1.25, -4.03, -1.49], [0.48, -3.23, -3.69], [-3.58, -3.75, -2.47], [-2.81, -4.56, -0.27], [-0.53, 2.08, 2.12], [-1.19, 4.32, 2.82], [-2.18, 4.54, 1.37], [1.15, 3.71, -1.85], [1.96, 4.58, -0.52], [2.59, 3.05, 1.54], [3.72, 0.95, 2.17], [3.95, -0.87, 0.52], [3.08, -0.56, -1.77], [1.95, 1.54, -2.39], [-0.14, 1.63, -0.18], [-1.49, 2.68, -0.70]],
  "lowdin_charge": [0.110, -0.415, 0.115, -0.586, 0.003, -0.040, -0.904, 0.932, -0.414, -0.341, -0.047, -0.091, -0.673, 0.679, -0.098, -0.083, 1.080, -0.202, -0.018, -0.459, 0.070, -0.045, -0.085, -0.227, -0.032, -0.082, -0.104, -0.088, -0.053, -0.086, 0.147, 0.088, 0.072, 0.108, 0.107, 0.107, 0.110, 0.140, 0.131, 0.132, 0.128, 0.132, 0.120, 0.104, 0.100, 0.099, 0.110, 0.108, 0.144],
  "charge": 0,
  "relative_energy_kcal_mol": 4.57,
  "smiles": "O=C(Nc1nnc(SCc2ccc(Cl)cc2)s1)[C@@H]1CC(=O)N(Cc2ccccc2)C1"
}


{
  "formula": "C21H19F2NOS2",
  "method": "ωB97M-V/def2-TZVPD",
  "species": ["O", "C", "N", "C", "C", "C", "C", "S", "C", "C", "C", "C", "F", "C", "C", "S", "C", "C", "C", "C", "F", "C", "C", "C", "C", "C", "C", "H", "H", "H", "H", "H", "H", "H", "H", "H", "H", "H", "H", "H", "H", "H", "H", "H", "H", "H"],
  "coordinates": [[-2.94, -0.56, -0.39], [-2.89, -0.82, 0.81], [-1.69, -1.19, 1.37], [-0.45, -1.40, 0.59], [0.12, -0.05, 0.05], [1.36, -0.33, -0.74], [2.61, -0.28, -0.26], [2.93, 0.08, 1.46], [3.39, 1.78, 1.38], [2.97, 2.68, 0.36], [3.37, 3.99, 0.34], [4.22, 4.49, 1.35], [4.54, 5.76, 1.44], [4.60, 3.63, 2.39], [4.17, 2.29, 2.40], [3.84, -0.60, -1.44], [2.64, -0.85, -2.66], [2.82, -1.18, -4.00], [1.73, -1.31, -4.83], [0.42, -1.16, -4.28], [-0.67, -1.30, -5.07], [0.22, -0.79, -2.96], [1.36, -0.66, -2.14], [-4.14, -0.81, 1.71], [-4.46, -2.21, 2.27], [-5.80, -2.17, 1.58], [-5.47, -0.79, 1.01], [-1.65, -1.39, 2.37], [0.33, -1.89, 1.18], [-0.68, -2.02, -0.26], [0.34, 0.56, 0.90], [-0.61, 0.46, -0.58], [2.27, 2.40, -0.42], [2.99, 4.60, -0.48], [5.20, 3.99, 3.22], [4.58, 1.67, 3.18], [3.79, -1.35, -4.45], [1.85, -1.53, -5.85], [-0.81, -0.63, -2.63], [-4.04, 0.04, 2.42], [-4.45, -2.21, 3.36], [-3.83, -3.07, 1.89], [-6.67, -2.15, 2.24], [-5.86, -3.01, 0.86], [-6.11, 0.00, 1.39], [-5.42, -0.73, -0.08]],
  "lowdin_charge": [0.045, -0.438, 0.064, -0.129, -0.139, -0.311, -0.804, 0.972, -0.520, -0.078, -0.006, -0.290, 0.089, -0.002, -0.115, 1.050, -0.474, -0.084, -0.004, -0.239, 0.051, 0.070, -0.200, -0.237, -0.163, -0.173, -0.148, 0.146, 0.123, 0.115, 0.086, 0.112, 0.108, 0.120, 0.115, 0.102, 0.116, 0.103, 0.129, 0.157, 0.106, 0.130, 0.103, 0.114, 0.108, 0.115],
  "charge": 0,
  "smiles": "O=C(NCCc1c(Sc2ccc(F)cc2)sc2ccc(F)cc12)C1CCC1"
}


{
  "formula": "C21H19F4N7P2Pd",
  "method": "ωB97M-V/def2-TZVPD",
  "species": ["Pd", "C", "P", "C", "C", "C", "P", "C", "C", "H", "H", "H", "H", "H", "H", "H", "H", "H", "H", "H", "H", "H", "H", "H", "H", "N", "C", "N", "C", "N", "F", "C", "C", "F", "C", "C", "C", "F", "C", "C", "C", "N", "C", "N", "F", "C", "C", "N", "C", "N", "C", "H", "H", "H"],
  "coordinates": [[0.31, 0.78, -2.07], [-0.46, 3.00, -4.46], [-1.08, 1.52, -3.61], [-1.63, 0.45, -4.96], [-2.63, 2.07, -2.79], [-2.28, 2.83, -1.50], [-1.11, 1.82, -0.50], [-0.46, 2.97, 0.74], [-2.21, 0.75, 0.49], [-1.24, 3.46, -5.07], [0.37, 2.72, -5.09], [-0.10, 3.72, -3.73], [-2.28, 1.00, -5.65], [-2.17, -0.41, -4.56], [-0.77, 0.08, -5.51], [-3.20, 1.17, -2.55], [-3.23, 2.68, -3.47], [-3.17, 3.08, -0.93], [-1.77, 3.77, -1.74], [-1.26, 3.56, 1.19], [0.26, 3.64, 0.27], [0.05, 2.41, 1.53], [-2.99, 1.33, 0.99], [-1.61, 0.24, 1.25], [-2.67, -0.01, -0.15], [0.91, 0.80, 3.45], [1.63, 0.48, 2.59], [2.43, 0.00, 1.65], [2.17, 0.35, 0.43], [2.00, 0.62, -0.70], [-1.08, -2.06, 1.46], [-0.04, -2.35, 2.21], [-0.12, -2.13, 3.53], [-1.23, -1.65, 4.03], [0.98, -2.41, 4.43], [2.14, -3.02, 3.79], [2.20, -3.24, 2.48], [3.29, -3.77, 1.96], [1.15, -2.85, 1.56], [1.28, -2.89, 0.22], [0.32, -2.30, -0.66], [-0.37, -1.80, -1.43], [2.44, -3.36, -0.48], [3.32, -3.77, -1.09], [3.17, -3.33, 4.55], [0.94, -2.11, 5.75], [2.00, -2.38, 6.67], [2.80, -2.57, 7.47], [-0.18, -1.49, 6.39], [-1.02, -0.99, 6.98], [1.38, 0.01, -3.64], [0.84, -0.81, -4.13], [2.29, -0.39, -3.18], [1.67, 0.74, -4.39]],
  "lowdin_charge": [0.429, -0.234, 0.719, -0.239, -0.394, -0.405, 0.766, -0.247, -0.247, 0.053, 0.044, 0.044, 0.053, 0.054, 0.040, 0.082, 0.089, 0.087, 0.079, 0.053, 0.047, 0.012, 0.054, 0.024, 0.041, 0.128, -0.400, 0.076, -0.366, 0.056, 0.122, -0.155, -0.171, 0.149, -0.018, -0.137, -0.149, 0.156, -0.026, -0.131, -0.165, 0.193, -0.165, 0.209, 0.152, -0.118, -0.160, 0.210, -0.164, 0.212, -0.275, -0.024, -0.023, -0.023],
  "charge": 0,
  "relative_energy_kcal_mol": 8.36
}


{
  "formula": "C21H19FN2O3",
  "method": "ωB97M-V/def2-TZVPD",
  "species": ["C", "C", "O", "C", "O", "C", "N", "N", "C", "C", "C", "C", "C", "F", "C", "C", "C", "C", "C", "C", "C", "C", "C", "C", "C", "C", "O", "H", "H", "H", "H", "H", "H", "H", "H", "H", "H", "H", "H", "H", "H", "H", "H", "H", "H", "H"],
  "coordinates": [[-4.68, 1.40, -2.78], [-3.54, 2.38, -3.02], [-2.32, 1.69, -3.34], [-1.60, 1.23, -2.32], [-1.87, 1.37, -1.16], [-0.36, 0.51, -2.84], [0.41, -0.04, -1.75], [-0.07, -1.15, -1.23], [0.51, -1.69, -0.20], [-0.08, -2.93, 0.32], [0.69, -3.87, 0.99], [0.11, -5.04, 1.47], [-1.24, -5.25, 1.26], [-1.80, -6.38, 1.72], [-2.03, -4.33, 0.59], [-1.44, -3.17, 0.12], [1.64, -1.07, 0.40], [2.14, 0.08, -0.12], [3.29, 0.83, 0.49], [2.77, 1.70, 1.60], [2.91, 1.33, 2.93], [2.41, 2.13, 3.94], [1.76, 3.31, 3.63], [1.61, 3.69, 2.31], [2.11, 2.89, 1.30], [1.50, 0.68, -1.28], [1.86, 1.70, -1.84], [-5.60, 1.95, -2.61], [-4.81, 0.75, -3.65], [-4.46, 0.79, -1.91], [-3.73, 3.01, -3.89], [-3.37, 2.99, -2.13], [-0.67, -0.29, -3.52], [0.28, 1.23, -3.37], [1.75, -3.72, 1.13], [0.70, -5.78, 1.99], [-3.08, -4.53, 0.44], [-2.02, -2.43, -0.41], [2.08, -1.50, 1.29], [4.03, 0.12, 0.88], [3.74, 1.45, -0.29], [3.43, 0.41, 3.17], [2.54, 1.83, 4.97], [1.37, 3.93, 4.42], [1.10, 4.61, 2.06], [2.00, 3.18, 0.26]],
  "lowdin_charge": [-0.061, -0.210, 0.000, -0.472, 0.133, -0.011, -0.045, 0.171, -0.205, -0.171, -0.026, -0.004, -0.275, 0.058, 0.002, -0.014, 0.073, -0.093, -0.088, -0.220, -0.048, -0.088, -0.095, -0.076, -0.028, -0.370, 0.057, 0.078, 0.078, 0.075, 0.123, 0.123, 0.143, 0.137, 0.110, 0.118, 0.119, 0.112, 0.122, 0.123, 0.125, 0.108, 0.101, 0.099, 0.103, 0.110],
  "charge": 0,
  "smiles": "CCOC(=O)Cn1nc(-c2ccc(F)cc2)cc(Cc2ccccc2)c1=O"
}


{
  "formula": "C21H19FN2O5S",
  "method": "ωB97M-V/def2-TZVPD",
  "species": ["C", "N", "C", "O", "C", "C", "C", "C", "C", "C", "F", "C", "C", "O", "C", "C", "C", "C", "C", "C", "C", "O", "C", "C", "C", "N", "S", "C", "O", "O", "H", "H", "H", "H", "H", "H", "H", "H", "H", "H", "H", "H", "H", "H", "H", "H", "H", "H", "H"],
  "coordinates": [[0.91, -5.30, 1.22], [0.25, -4.03, 1.01], [0.88, -2.82, 0.82], [2.09, -2.80, 0.69], [0.08, -1.59, 0.73], [-1.19, -1.41, 1.23], [-2.01, -2.31, 2.09], [-1.47, -2.97, 3.21], [-2.25, -3.74, 4.03], [-3.62, -3.88, 3.77], [-4.46, -4.66, 4.51], [-4.18, -3.20, 2.67], [-3.40, -2.43, 1.83], [-1.74, -0.22, 0.78], [-0.75, 0.36, 0.01], [-0.79, 1.57, -0.66], [0.37, 2.06, -1.32], [1.55, 1.27, -1.39], [1.52, 0.06, -0.66], [0.40, -0.36, 0.03], [2.70, 1.73, -2.11], [3.82, 1.46, -1.71], [2.63, 2.21, -3.57], [1.92, 3.56, -3.76], [0.44, 3.56, -3.34], [0.37, 3.36, -1.88], [0.09, 4.74, -0.91], [1.02, 4.36, 0.56], [-1.36, 4.81, -0.67], [0.57, 5.94, -1.57], [1.55, -5.58, 0.39], [1.55, -5.18, 2.08], [0.17, -6.09, 1.43], [-0.78, -4.00, 1.08], [-0.44, -2.78, 3.46], [-1.85, -4.23, 4.87], [-5.24, -3.22, 2.44], [-3.88, -1.89, 1.03], [-1.69, 2.24, -0.69], [2.45, -0.58, -0.59], [2.12, 1.44, -4.20], [3.64, 2.27, -3.99], [2.46, 4.31, -3.19], [2.00, 3.88, -4.78], [-0.04, 2.77, -3.89], [-0.06, 4.47, -3.66], [0.65, 3.45, 1.02], [0.99, 5.24, 1.27], [2.03, 4.17, 0.28]],
  "lowdin_charge": [-0.069, 0.002, -0.438, 0.077, 0.002, -0.114, -0.147, -0.031, 0.003, -0.220, 0.052, 0.000, -0.002, 0.122, -0.189, 0.093, -0.216, -0.080, 0.098, -0.104, -0.349, 0.105, -0.096, -0.178, -0.153, -0.188, 0.670, -0.119, -0.329, -0.306, 0.084, 0.077, 0.093, 0.127, 0.129, 0.106, 0.120, 0.121, 0.145, 0.148, 0.135, 0.122, 0.114, 0.107, 0.125, 0.120, 0.061, 0.103, 0.065],
  "charge": 0,
  "relative_energy_kcal_mol": 42.97,
  "smiles": "CNC(=O)c1c(-c2ccc(F)cc2)oc2cc3c(cc12)C(=O)CCCN3S(C)(=O)=O"
}


Energy values (in eV) by entry order: -66333.866, -66334.405, -52728.243, -65440.042, -33925.934, -48854.780.